The following is a DFT calculation (wB97M-V/def2-TZVPD) of a structure of composition C16H13AsCoN3O7S.

Atoms and positions in Å:
Co -0.569 -0.294 -0.535
O 2.954 -1.291 -2.463
As 2.532 0.299 -1.834
O 3.822 0.967 -1.133
O 1.366 -0.216 -0.615
C 1.556 0.962 -3.350
C 1.925 0.471 -4.598
C 1.289 0.945 -5.737
C 0.289 1.897 -5.638
C -0.092 2.386 -4.395
C 0.546 1.917 -3.260
S 0.024 2.520 -1.684
O 1.212 2.559 -0.862
O -0.727 3.718 -1.860
O -0.906 1.411 -1.205
H 3.873 -1.470 -2.221
H 2.703 -0.275 -4.676
H 1.585 0.570 -6.708
H -0.196 2.269 -6.530
H -0.862 3.138 -4.296
C -4.685 0.295 0.173
C -5.051 -0.928 0.705
C -4.095 -1.926 0.829
C -2.803 -1.667 0.416
N -2.454 -0.473 -0.102
C -3.372 0.489 -0.220
C -1.689 -2.639 0.488
C -1.817 -3.947 0.913
C -0.700 -4.771 0.895
C 0.505 -4.266 0.443
C 0.566 -2.945 0.036
N -0.504 -2.147 0.070
H -5.398 1.099 0.061
H -6.068 -1.108 1.023
H -4.358 -2.887 1.245
H -3.024 1.421 -0.643
H -2.771 -4.326 1.246
H -0.779 -5.799 1.221
H 1.393 -4.879 0.399
H 1.475 -2.495 -0.336
O 2.453 1.259 1.172
N 1.570 0.641 1.052

As for the total energy: -144899.01421 eV. The calculation puts the HOMO energy (spin up / spin down) at -12.5 / -12.4 eV. As for the net charge: +1. Its multiplicity is 2. The value obtained for the energy above the lowest of the compared OMol25 structures with the same formula, charge and spin is 17.26 kJ/mol.

Mulliken atomic charge list, values in e, 6 entries:
1 Co 0.256
2 O -0.605
3 As 1.085
4 O -0.717
5 O -0.558
6 C 0.040

---

The following is a DFT calculation (wB97M-V/def2-TZVPD) of a structure of composition C23H41FP2Zr in a non-equilibrium geometry.

Atoms and positions in Å:
Zr -0.101 0.232 2.429
C -0.944 -1.833 3.428
C 0.374 -2.160 2.957
C 0.596 -0.561 4.630
C -0.809 -0.861 4.482
C 1.320 -1.351 3.671
C -2.205 -2.474 2.984
H -2.118 -2.864 1.966
H -3.038 -1.765 2.995
H -2.486 -3.313 3.633
C -1.924 -0.265 5.257
H -2.894 -0.570 4.857
H -1.898 0.830 5.239
H -1.889 -0.573 6.309
C 1.214 0.377 5.599
H 1.308 -0.079 6.593
H 0.634 1.299 5.712
H 2.221 0.666 5.284
C 2.795 -1.422 3.540
H 3.237 -2.093 4.287
H 3.253 -0.439 3.677
H 3.090 -1.789 2.553
C 0.720 -3.219 1.979
H 0.949 -4.167 2.482
H 1.602 -2.955 1.386
H -0.099 -3.416 1.281
C -1.780 1.437 -4.233
C -1.844 0.097 -4.263
C -1.060 -0.828 -5.142
C 0.331 -0.319 -5.588
C 1.244 0.148 -4.488
C 1.301 1.372 -3.949
C 0.522 2.581 -4.385
C -0.853 2.302 -5.034
H -1.634 -1.047 -6.060
H 0.191 0.454 -6.352
H -0.949 -1.798 -4.630
H -0.693 1.895 -6.039
H -2.544 1.993 -3.675
H -2.649 -0.401 -3.708
H -1.347 3.275 -5.187
H 0.391 3.247 -3.517
H 2.092 1.597 -3.222
H 1.106 3.166 -5.118
H 0.828 -1.155 -6.107
H 2.004 -0.594 -4.206
P -1.393 0.316 0.132
C -2.920 1.272 -0.007
C -1.584 -1.022 -1.068
P 1.562 0.923 0.498
C 0.072 1.228 -0.608
C 2.516 -0.182 -0.576
C 2.594 2.398 0.648
H -2.935 2.054 0.765
H -3.765 0.598 0.197
H -3.028 1.728 -1.002
H -1.661 -0.608 -2.083
H -2.489 -1.594 -0.828
H -0.727 -1.706 -1.033
H 2.773 2.867 -0.331
H 3.551 2.106 1.105
H 2.117 3.121 1.324
H -0.142 2.301 -0.671
H 0.286 0.819 -1.610
H 3.500 -0.348 -0.121
H 2.620 0.268 -1.578
H 2.013 -1.153 -0.666
F -0.524 1.958 3.206

As for the total energy: -47079.28690 eV. The calculation puts the HOMO energy at -13.9 eV. As for the net charge: +2. The value obtained for the energy above the lowest of the compared OMol25 structures with the same formula, charge and spin is 0.00 kJ/mol.

Mulliken atomic charge list, values in e, 6 entries:
1 Zr 0.724
2 C 0.364
3 C 0.938
4 C 0.758
5 C 0.726
6 C 0.363

---

The following is a DFT calculation (wB97M-V/def2-TZVPD) of a cluster of 13 separate species, C7H37NO12 in total in a non-equilibrium geometry.

Atoms and positions in Å:
C -0.360 1.668 2.142
C -1.236 2.707 1.450
C -0.652 3.166 0.119
N 1.824 2.411 -1.437
C 0.589 1.771 -1.594
C -0.506 2.053 -0.873
C 1.608 0.016 -3.054
C 0.561 0.710 -2.621
H -0.141 0.821 1.488
H -0.853 1.260 3.023
H 0.590 2.130 2.422
H -1.359 3.572 2.115
H -2.247 2.310 1.334
H -1.264 3.972 -0.311
H 0.292 3.681 0.304
H 1.802 3.254 -0.885
H 2.375 2.528 -2.275
H -1.363 1.396 -0.984
H 1.527 -0.754 -3.802
H 2.629 0.182 -2.725
H -0.424 0.513 -3.033
H -0.427 -2.365 -2.316
H 0.348 -3.512 -3.089
O 0.402 -2.583 -2.798
H 2.863 -1.755 -0.785
H 1.805 -2.521 -1.695
O 2.422 -2.628 -0.934
H -0.424 -2.779 3.348
H -0.107 -1.351 3.929
O -0.810 -1.902 3.511
H -1.835 -1.923 -0.388
H -2.520 -2.900 -1.349
O -1.901 -2.159 -1.365
H -3.462 -0.217 -2.734
H -2.317 -0.826 -1.876
O -2.764 0.022 -2.106
H -3.116 1.414 0.646
H -3.399 0.400 -0.504
O -3.530 0.577 0.451
H -1.686 -1.606 2.029
H -2.707 -0.784 1.075
O -2.100 -1.548 1.136
H -1.926 1.460 -2.815
H -0.710 2.375 -2.792
O -1.537 2.229 -3.273
H 1.881 -0.779 3.884
H 1.317 0.302 4.830
O 1.324 -0.633 4.685
H 2.099 -1.843 2.010
H 3.480 -1.898 2.723
O 2.787 -1.279 2.467
H 3.355 0.502 -0.267
H 3.363 -0.507 0.912
O 3.735 -0.348 0.014
H 1.516 -2.860 0.393
H 0.193 -2.332 0.996
O 0.995 -2.809 1.245

As for the total energy: -33920.50506 eV. The calculation puts the HOMO energy at -8.2 eV. The value obtained for the energy above the lowest of the compared OMol25 structures with the same formula, charge and spin is 59.32 kJ/mol.

Mulliken atomic charge list, values in e, 6 entries:
1 C -0.789
2 C -0.293
3 C -1.381
4 N -0.531
5 C 0.440
6 C 1.467

---

The following is a DFT calculation (wB97M-V/def2-TZVPD) of the ion C7H9N4S with charge +1 in a non-equilibrium geometry.

Atoms and positions in Å:
C 0.990 -2.599 -0.190
C 1.770 -1.639 0.331
C -0.272 -2.246 -0.719
C 1.177 -0.354 0.583
C -0.094 -0.155 0.016
C -2.928 0.537 0.795
C -0.446 2.011 -1.177
N -0.729 -1.058 -0.658
N -2.075 1.300 0.256
N -0.660 1.122 0.010
N 1.999 0.696 1.066
S -3.818 -0.373 1.656
H 1.512 -3.500 -0.280
H 2.769 -1.663 0.593
H -0.906 -3.023 -1.243
H -0.965 1.961 -2.114
H -0.360 3.092 -0.926
H 0.680 1.917 -1.371
H -2.302 2.275 0.362
H 3.005 0.553 1.147
H 1.653 1.145 1.863

As for the total energy: -24190.33103 eV. The calculation puts the HOMO energy at -12.0 eV. As for the net charge: +1. The value obtained for the energy above the lowest of the compared OMol25 structures with the same formula, charge and spin is 265.82 kJ/mol.

Mulliken atomic charge list, values in e, 6 entries:
1 C -0.492
2 C -0.475
3 C -0.467
4 C 0.806
5 C 0.068
6 C 0.619